Entry 1:
This record from the Open Molecules 2025 dataset describes a cluster of 13 separate species, C46H78O27 in total in a non-equilibrium geometry. The level of theory is ωB97M-V/def2-TZVPD.

Each line ends with the Mulliken charge.
Atoms and positions in Å:
1 H -1.96 -22.83 16.75  -0.246
2 H 6.20 -23.22 10.35  0.143
3 C -1.69 -26.46 16.24  0.928
4 C -1.45 -27.40 15.13  -1.285
5 C 4.49 -25.28 14.90  0.071
6 C 3.14 -25.01 10.58  -0.011
7 H -2.81 -21.35 10.30  0.315
8 H -3.05 -20.11 11.41  -0.134
9 O 7.74 -22.04 12.56  -0.388
10 C 7.31 -18.85 14.33  -0.845
11 C -4.90 -19.59 13.83  0.523
12 O -0.06 -20.37 11.28  -0.346
13 O 5.05 -17.64 10.89  -0.368
14 H 7.87 -20.85 16.37  0.307
15 O 3.59 -19.40 10.80  -0.139
16 O 2.60 -26.20 10.20  -0.434
17 H -4.66 -22.10 17.99  0.236
18 C 1.24 -26.34 10.68  0.226
19 H 2.24 -21.83 18.04  0.043
20 H -2.84 -27.41 17.77  0.331
21 C -3.55 -20.65 10.59  -0.608
22 H 6.84 -20.06 17.52  0.394
23 C 3.56 -23.12 19.32  0.362
24 H 1.78 -19.93 13.95  0.372
25 C -0.38 -19.66 16.98  -1.403
26 H 1.72 -22.36 19.66  0.428
27 O 6.84 -21.26 10.67  -0.330
28 H 0.62 -20.06 16.83  0.235
29 C 5.50 -22.26 13.44  -0.214
30 H 5.03 -22.05 10.98  -0.201
31 H -0.50 -27.98 15.32  0.279
32 C 6.51 -22.70 12.42  0.613
33 H 7.36 -18.89 9.83  0.045
34 C 0.73 -19.43 12.01  0.640
35 H 0.81 -24.96 12.36  0.176
36 H 4.27 -22.97 8.50  0.027
37 H 4.88 -24.87 15.83  -0.184
38 C 7.16 -16.58 11.08  -1.315
39 H -2.60 -25.88 16.10  -0.184
40 C 1.02 -24.97 11.28  -0.062
41 H -0.49 -18.81 16.35  0.344
42 O -1.29 -26.03 18.39  -0.346
43 H 3.86 -24.46 14.43  -0.075
44 O 1.62 -23.73 8.10  -0.604
45 H -3.75 -19.96 9.75  0.363
46 C 3.30 -24.41 18.64  -0.172
47 C 6.13 -17.11 10.12  0.509
48 C 6.53 -18.35 9.29  -0.317
49 H 5.30 -25.52 14.21  0.381
50 H 5.81 -16.32 9.36  0.232
51 H -5.58 -18.74 16.52  0.302
52 C -5.42 -22.75 17.54  -1.225
53 H -2.28 -28.15 15.06  0.391
54 H 3.82 -23.12 6.87  0.394
55 C 3.61 -22.52 7.77  -0.830
56 H 5.53 -27.30 16.46  0.362
57 H 3.83 -23.26 20.37  0.216
58 C 1.60 -21.63 9.07  -0.237
59 H -3.66 -18.23 15.14  0.008
60 O -4.85 -22.03 11.95  -0.525
61 H 6.74 -15.76 11.60  0.407
62 H 6.77 -18.15 8.25  0.313
63 H 4.52 -22.65 13.13  -0.239
64 H 2.05 -27.41 12.44  0.257
65 H -0.33 -19.44 18.04  0.406
66 H 4.20 -28.34 16.45  0.373
67 H 5.18 -28.29 14.94  0.330
68 C 3.87 -26.59 15.31  0.642
69 H 0.50 -17.85 13.21  0.467
70 H -0.91 -17.96 12.02  0.355
71 C -0.22 -18.50 12.68  -1.408
72 O 6.57 -23.97 18.07  -0.572
73 C -0.24 -21.50 12.02  0.664
74 H 2.93 -24.11 17.67  0.200
75 O 4.61 -24.97 18.53  -0.347
76 O 2.23 -24.25 11.14  0.415
77 C -4.65 -18.35 14.65  0.604
78 O -2.47 -20.23 16.28  -0.414
79 O 4.26 -24.70 10.51  -0.485
80 H 7.96 -19.56 13.83  0.245
81 O 2.65 -26.74 15.30  -0.499
82 O -5.55 -19.10 12.62  -0.327
83 H -1.09 -27.91 17.60  0.385
84 H 2.53 -20.74 12.46  -0.569
85 H -1.01 -22.38 18.11  0.649
86 C -4.22 -22.86 15.13  -0.343
87 H -6.64 -17.74 15.44  0.350
88 H 8.00 -18.05 14.55  0.588
89 C -1.80 -27.09 17.57  -0.576
90 H 6.58 -23.81 12.48  0.204
91 C 7.82 -21.10 11.61  0.533
92 H -5.65 -21.90 8.86  0.347
93 O -5.49 -17.11 11.57  -0.607
94 H -5.59 -20.23 14.34  0.316
95 C 6.61 -19.36 15.56  0.787
96 C 2.60 -22.01 19.12  -1.291
97 C 7.41 -19.93 16.69  -1.322
98 H 7.61 -17.39 11.81  0.113
99 H -1.38 -26.86 14.12  0.188
100 C -4.72 -23.57 16.46  0.792
101 H 0.28 -24.38 10.74  0.097
102 C -5.87 -21.43 9.82  -1.338
103 O -4.62 -24.79 16.54  -0.641
104 C -1.16 -22.16 17.11  -0.523
105 C 5.44 -23.87 18.43  0.524
106 C 1.55 -20.33 12.92  0.265
107 O 0.68 -21.50 13.04  -0.204
108 H -5.82 -23.45 18.22  0.402
109 H -0.23 -22.37 16.58  0.267
110 H 0.40 -27.60 12.28  0.193
111 H -6.76 -21.88 10.30  0.338
112 H 3.90 -21.46 7.88  0.247
113 O 8.65 -20.24 11.49  -0.567
114 C 1.31 -27.54 11.66  -1.299
115 H 2.38 -21.37 9.83  -0.227
116 O 4.80 -22.75 18.66  -0.292
117 H -6.08 -20.36 9.75  0.359
118 H -6.20 -22.14 17.08  0.344
119 H 6.50 -18.61 13.63  0.082
120 H 5.53 -21.20 13.38  0.046
121 H 8.04 -16.20 10.57  0.447
122 C -4.74 -21.47 10.88  0.864
123 H 0.62 -26.57 9.76  0.382
124 O 5.31 -19.14 9.33  -0.269
125 O 0.45 -24.61 18.22  -0.653
126 C 2.22 -22.72 8.27  0.656
127 O -0.60 -25.44 16.36  0.076
128 C -5.61 -17.91 15.75  -1.508
129 C -0.43 -25.26 17.67  0.473
130 H 8.33 -19.29 16.91  0.343
131 H -3.62 -23.54 14.50  0.120
132 H -5.15 -22.82 14.59  0.517
133 C -5.19 -17.79 12.52  0.609
134 C 6.01 -22.36 11.00  0.216
135 H 5.66 -22.54 14.52  0.154
136 H 1.41 -18.87 11.33  0.227
137 H 1.32 -28.48 11.20  0.482
138 O -1.05 -22.28 11.73  -0.526
139 H -5.17 -17.04 16.31  0.364
140 O 5.42 -19.38 15.57  -0.519
141 H 0.74 -21.96 9.65  -0.064
142 H 3.00 -21.13 19.67  0.483
143 O -4.53 -17.34 13.58  -0.412
144 H 2.60 -25.08 19.08  0.470
145 H 1.34 -20.68 8.58  0.527
146 H -3.71 -21.87 15.24  -0.138
147 C 4.76 -27.71 15.77  -1.401
148 H -3.98 -20.10 13.61  -0.205
149 C -1.45 -20.69 16.81  0.581
150 C 4.53 -18.80 10.33  0.398
151 H -0.74 -18.99 13.49  0.132

Results
Electronic energy = -3831.08868 a.u.


Entry 2:
This record from the Open Molecules 2025 dataset describes a cluster of 4 separate species, C46H80N4O7 in total in a non-equilibrium geometry. The level of theory is ωB97M-V/def2-TZVPD.

Each line ends with the Mulliken charge.
Atoms and positions in Å:
1 H -0.75 5.98 7.69  0.299
2 C 2.42 6.69 8.38  -1.452
3 C 5.66 7.44 -3.13  -0.683
4 H -4.77 -1.95 -4.08  0.490
5 H 7.16 4.67 -3.40  0.337
6 N -2.52 3.72 6.28  -0.626
7 H -0.66 -0.09 6.62  0.349
8 H -3.99 2.41 6.96  0.383
9 H -2.82 0.29 6.23  0.448
10 H 3.26 2.27 -2.11  0.328
11 C 3.70 -0.75 -2.89  -0.326
12 O -8.03 -3.77 -3.03  -0.380
13 H 0.49 0.42 5.37  0.271
14 C -0.02 -4.32 -0.13  -0.541
15 C -3.97 -1.35 -1.66  -0.147
16 H 0.56 -7.70 -5.18  0.319
17 C 3.14 -2.68 -1.40  -0.426
18 C -7.95 -2.75 -4.00  -0.738
19 H 2.86 5.99 7.66  0.278
20 H 3.95 -0.15 -2.02  0.580
21 H -2.11 -0.43 3.16  -0.184
22 H -7.14 -1.17 -2.76  0.320
23 C -8.91 -3.48 -1.96  -0.765
24 C 0.98 6.34 8.72  0.362
25 H 2.83 3.82 -5.29  0.433
26 H -1.03 -5.59 -3.82  0.246
27 H -0.87 -9.54 -2.33  0.247
28 H -0.26 -1.79 3.18  0.348
29 H -5.37 -0.49 -0.21  0.435
30 O 2.82 -5.17 -4.23  -0.577
31 H 1.37 -3.23 2.01  0.569
32 C 3.28 -2.06 -2.75  0.708
33 H 3.25 2.40 -6.31  0.320
34 H -2.48 0.46 -0.19  0.386
35 H 6.74 7.43 -2.96  0.230
36 H -2.37 1.17 8.51  0.356
37 C -1.78 -0.60 2.14  -0.378
38 H -1.33 -9.00 -5.28  0.248
39 H -1.93 -10.59 -3.23  0.382
40 C 0.84 5.16 9.70  -0.771
41 H -0.19 5.14 10.05  0.329
42 H 5.19 7.80 -2.21  0.261
43 C 2.67 2.76 -5.46  -1.520
44 H 2.46 2.42 8.98  0.240
45 H -5.96 -2.26 -1.34  0.338
46 C 2.95 -2.84 -3.85  0.468
47 H -7.74 -3.20 -4.96  0.385
48 H 2.39 -2.20 1.03  0.351
49 H 2.82 3.85 8.02  0.273
50 H -9.83 -4.05 -2.04  0.272
51 H 0.13 1.52 6.70  0.071
52 H 1.29 -8.68 -3.89  0.305
53 H -9.15 -2.42 -1.91  0.360
54 N 4.16 1.17 -4.36  -0.414
55 C 1.40 -2.65 1.09  -0.992
56 C -0.01 -5.94 -3.56  -0.843
57 C 0.37 -8.20 -4.23  -0.463
58 H 2.47 7.68 7.93  0.364
59 C 3.06 -2.31 -5.13  -1.095
60 O -0.06 -7.31 -3.22  -0.228
61 C 7.56 6.35 -5.51  -1.485
62 H 0.53 5.21 7.11  0.274
63 H -3.30 1.40 4.95  0.330
64 C -2.25 2.20 8.16  -1.146
65 C 5.19 5.74 -4.74  0.182
66 H 8.38 5.97 -6.12  0.368
67 H -2.80 -1.91 0.74  0.170
68 H -4.66 -3.38 -1.75  0.359
69 H -5.63 -3.44 -3.78  0.458
70 H -0.06 -1.30 0.16  0.199
71 C 2.42 3.51 8.97  -0.800
72 C 2.47 -4.22 -3.57  -0.295
73 H -8.41 -3.74 -1.02  0.256
74 H -3.77 0.97 0.95  0.335
75 C -4.43 -0.24 -0.70  -0.967
76 C -3.01 -1.00 1.30  -0.321
77 H 3.03 3.88 9.79  0.375
78 C 2.59 2.43 -2.94  -1.383
79 C -1.50 -9.59 -3.22  -1.019
80 C -2.62 1.28 5.79  -0.739
81 C -0.36 -5.09 -1.23  -1.456
82 H -1.55 3.65 5.97  0.287
83 C -5.51 -2.42 -3.44  -0.792
84 H 1.63 2.51 -5.61  0.365
85 O 3.96 -2.53 -0.54  -0.594
86 H 8.00 6.73 -4.59  0.291
87 N 0.24 6.11 7.48  -0.723
88 C -0.30 0.76 6.03  -0.580
89 C -0.66 -9.31 -4.47  -0.541
90 H 3.56 -0.60 -6.28  0.488
91 H 2.82 -2.92 -5.99  0.506
92 C 1.91 -3.53 -1.26  0.838
93 C -6.88 -1.72 -3.67  -0.636
94 C 0.42 -5.11 -2.38  0.685
95 H 3.05 6.70 9.28  0.351
96 N 7.15 4.26 -4.33  -0.706
97 O 5.17 6.14 -3.38  -0.391
98 H 0.89 -0.57 1.44  0.500
99 H 6.36 4.73 -6.20  0.404
100 H 7.10 7.18 -6.05  0.343
101 H -2.28 -8.85 -3.11  0.247
102 H 5.42 8.13 -3.94  0.322
103 H -8.92 -2.24 -4.09  0.439
104 H -3.86 -1.17 1.96  0.375
105 O 1.06 3.88 9.12  -0.258
106 C 1.57 -4.32 -2.38  0.553
107 C 1.12 -3.51 -0.11  0.337
108 H -3.68 -0.90 -2.60  0.504
109 H -3.11 -1.88 -1.26  0.026
110 C 3.22 2.04 -4.25  1.151
111 H -4.62 0.65 -1.31  0.321
112 H 0.54 7.21 9.22  0.412
113 C -2.91 2.40 6.80  0.259
114 C 3.78 -0.20 -4.18  -0.359
115 H -6.82 -1.03 -4.51  0.364
116 C -3.38 0.15 0.35  -0.944
117 H 4.80 6.55 -5.38  0.482
118 H -3.04 3.91 5.43  0.271
119 H 1.48 5.29 10.58  0.428
120 C 3.48 -0.99 -5.27  -0.411
121 C 6.55 5.23 -5.25  0.308
122 H -0.18 -10.24 -4.78  0.387
123 H 6.53 3.46 -4.24  0.229
124 C -0.72 -1.72 2.19  -0.703
125 H -0.67 -4.31 0.74  0.454
126 H -2.71 2.85 8.90  0.355
127 H 4.48 4.91 -4.80  -0.506
128 H -1.19 2.43 8.14  0.056
129 H -1.22 -2.67 2.00  0.168
130 C -5.08 -2.40 -1.97  -0.856
131 H 1.74 1.76 -2.79  0.382
132 H -1.27 -5.68 -1.18  0.565
133 H 0.61 -5.73 -4.42  0.503
134 O -1.32 1.32 5.23  -0.316
135 C 0.37 -1.48 1.15  -0.439
136 H 2.18 3.44 -2.95  0.409
137 H -1.33 0.31 1.75  0.558

Results
Energy above the lowest of the compared OMol25 structures with the same formula, charge and spin = 44.7 kJ/mol
SMILES = CCCOCc1ccc(CCCCCCCCCCCCOC)c2c1C(=O)c1ccc(N=C(C)C)cc1C2=O.COC[C@@H](C)N.COC[C@@H](C)N.COC[C@@H](C)N